88
Properties=species:S:1:pos:R:3:mulliken_charge:R:1 method="wB97M-V/def2-TZVPD" spin_multiplicity=3 gap_ev="5.1356 / 8.2622" e_lumo_ev="-0.28 / -0.28" max_force_ev_per_a=0.68
Ti -0.248 -0.679 -1.263 0.33
C 4.254 -1.653 1.820 -1.25
N 3.298 -0.894 1.024 0.94
C 2.176 -1.331 0.460 -0.69
N 1.515 -0.306 -0.057 1.16
C 2.314 0.759 0.223 -0.98
N 3.405 0.449 0.878 -1.01
C 3.650 -2.169 3.106 0.77
C 4.191 -3.299 3.707 -0.95
C 3.665 -3.787 4.895 -0.73
C 2.583 -3.157 5.488 -0.93
C 2.041 -2.027 4.885 -0.09
C 2.574 -1.529 3.705 0.19
C 0.868 -1.390 5.493 0.66
N 0.249 -1.707 6.571 -0.51
N -0.843 -0.821 6.667 -0.53
C -0.778 -0.065 5.634 0.61
O 0.303 -0.333 4.851 -0.14
C -1.699 0.991 5.203 -0.09
C -2.879 1.198 5.912 -1.03
C -3.759 2.178 5.490 -0.76
C -3.468 2.942 4.366 -0.86
C -2.293 2.738 3.658 1.20
C -1.974 3.574 2.444 -1.48
N -1.862 2.783 1.222 0.98
C -0.843 2.033 0.796 -0.61
N -1.187 1.387 -0.303 0.69
C -2.478 1.770 -0.491 -0.78
N -2.933 2.592 0.423 -1.09
C -1.406 1.758 4.086 0.45
H 5.082 -0.970 2.001 0.33
H 4.625 -2.477 1.211 0.49
H 1.863 -2.364 0.428 0.48
H 2.099 1.762 -0.108 0.65
H 5.021 -3.813 3.237 0.47
H 4.087 -4.671 5.352 0.39
H 2.144 -3.537 6.400 0.53
H 2.146 -0.645 3.250 0.69
H -3.098 0.584 6.774 0.53
H -4.682 2.340 6.030 0.40
H -4.169 3.697 4.032 0.40
H -1.037 4.119 2.567 0.30
H -2.763 4.299 2.256 0.41
H 0.112 1.998 1.292 0.49
H -3.084 1.404 -1.303 0.54
H -0.483 1.579 3.550 0.37
N -3.653 -2.003 -3.408 0.17
C -2.623 -1.176 -3.470 -0.55
N -2.146 -0.997 -2.249 0.86
C -2.929 -1.815 -1.466 0.40
N -3.872 -2.439 -2.138 -0.87
C -2.609 -1.942 -0.061 -0.04
C -3.354 -2.713 0.808 -0.73
N -3.080 -2.856 2.102 -0.77
C -1.975 -2.157 2.501 -0.70
C -1.201 -1.407 1.670 -0.45
N -1.459 -1.277 0.330 0.89
H -4.191 -2.375 -4.171 0.21
H -2.228 -0.750 -4.376 0.50
H -4.221 -3.238 0.419 0.50
H -1.709 -2.236 3.549 0.40
H -0.324 -0.896 2.053 0.49
O 1.245 -0.963 -2.818 -0.91
Se 0.876 -2.596 -2.972 1.18
O 2.178 -3.542 -2.939 -0.73
O 0.079 -2.614 -1.444 -0.47
O -0.204 -2.810 -4.162 -0.68
C 0.952 1.126 -7.946 -1.24
Ge 1.520 1.427 -6.107 0.63
C 1.955 3.311 -5.854 -1.25
C 3.020 0.291 -5.621 -1.11
C 0.041 0.915 -4.921 -0.66
Se 0.216 1.561 -3.094 0.48
C -0.926 3.114 -3.245 -1.22
H 1.742 1.395 -8.648 0.38
H 0.074 1.731 -8.176 0.37
H 0.698 0.078 -8.107 0.36
H 2.938 3.519 -6.279 0.39
H 1.990 3.564 -4.794 0.36
H 1.229 3.960 -6.347 0.34
H 3.927 0.583 -6.151 0.44
H 2.799 -0.751 -5.854 0.34
H 3.198 0.356 -4.547 0.26
H 0.045 -0.173 -4.828 -0.12
H -0.935 1.234 -5.295 0.56
H -0.558 3.735 -4.060 0.40
H -0.863 3.681 -2.319 0.31
H -1.962 2.835 -3.428 0.34